{"formula": "C48H51BrN3O3PtSb2", "method": "the ωB97M-V functional and the def2-TZVPD basis", "homo_energy_ha": [-0.348, -0.358], "homo_lumo_gap_ev": [6.87, 5.66], "total_charge": 1, "energy_ev": -147569.8001, "spin_multiplicity": 3, "symbols": ["Pt", "Sb", "Sb", "Br", "O", "O", "O", "N", "N", "N", "C", "C", "C", "C", "C", "C", "C", "C", "C", "C", "C", "C", "C", "C", "C", "C", "C", "C", "C", "C", "C", "C", "C", "C", "C", "C", "C", "C", "C", "C", "C", "C", "C", "C", "C", "C", "C", "C", "C", "C", "C", "C", "C", "C", "C", "C", "C", "C", "H", "H", "H", "H", "H", "H", "H", "H", "H", "H", "H", "H", "H", "H", "H", "H", "H", "H", "H", "H", "H", "H", "H", "H", "H", "H", "H", "H", "H", "H", "H", "H", "H", "H", "H", "H", "H", "H", "H", "H", "H", "H", "H", "H", "H", "H", "H", "H", "H", "H", "H"], "coordinates": [[-0.865733, -0.386300, 0.496538], [1.719518, 0.309979, 0.142812], [0.817215, 3.173197, -1.151492], [1.107332, -1.089411, 9.046556], [0.526594, -1.420921, 2.211466], [-1.354870, -0.357373, 2.701802], [-0.396299, -7.760679, 0.255868], [-0.003758, -5.026228, -0.186763], [0.644069, -2.654641, -0.618432], [-3.120273, -3.493848, 0.023854], [3.870152, 0.529913, 0.164539], [6.046672, -0.164049, 0.955544], [-5.556419, 0.315163, -0.587415], [0.988645, 3.168026, 1.750801], [-0.369953, -0.247568, 6.771098], [-3.457661, 1.102454, 0.289683], [-0.726536, 3.491045, -2.594834], [1.415554, 5.225011, -1.005554], [1.490826, -0.165702, -4.819376], [0.827653, 7.546029, -0.705954], [-1.342065, 4.529640, -4.686645], [0.408965, 0.020148, -2.683015], [6.637163, 0.899195, 0.289840], [0.683630, -1.038639, 7.202920], [-4.938651, -0.875870, -0.926334], [1.579340, 1.772034, 1.904133], [4.473092, 1.595466, -0.509066], [-2.510052, 3.777547, -4.719052], [3.142894, 6.906428, -0.854173], [1.438401, -1.786237, 6.313444], [-2.774891, -3.059832, 1.411327], [0.128497, -5.986964, -1.302866], [0.384387, -3.763277, -0.414243], [2.812780, -0.056517, -2.803465], [-2.974046, -2.398340, -1.048005], [-1.892800, 2.734421, -2.638428], [5.848393, 1.780306, -0.440542], [1.123962, -1.743256, 4.963936], [2.763699, 5.576772, -1.013901], [-0.450369, 4.385998, -3.631008], [-4.805498, 1.305767, 0.030396], [-0.505386, -6.841503, 1.327446], [-0.680052, -0.218590, 5.420412], [0.326084, -0.085089, -4.062859], [2.175764, 7.887662, -0.693424], [1.650925, 0.058564, -2.057524], [-3.581033, -1.082121, -0.660774], [4.669631, -0.347824, 0.895573], [0.447575, 6.219899, -0.863150], [-0.171916, 3.249044, 0.759368], [-2.787261, 2.886375, -3.690505], [-4.487493, -4.079297, 0.005199], [-0.272892, -0.921545, 3.054556], [0.374739, -5.629738, 1.106975], [-2.796065, -0.078628, -0.063788], [0.064355, -0.964858, 4.512132], [2.726905, -0.162422, -4.189949], [-0.747563, -7.180856, -0.985854], [1.421799, -5.946695, 1.078279], [-1.771016, -2.650205, 1.429776], [4.222948, -1.186208, 1.420103], [-0.174150, -5.511686, -2.234016], [3.784391, -0.065984, -2.326261], [1.704272, -2.309374, 4.245052], [-4.559366, -4.857457, 0.762158], [6.302716, 2.613969, -0.963498], [3.633249, -0.235884, -4.777820], [-0.605802, 5.961162, -0.891270], [3.525835, 4.816480, -1.147124], [-0.617551, -7.949874, -1.742636], [0.252197, -4.895186, 1.902988], [-5.202338, -3.293794, 0.234550], [2.260718, -2.390622, 6.673878], [-3.448639, -2.806452, -1.938062], [-1.909045, -2.269441, -1.224642], [-0.938591, 0.334856, 7.482951], [-1.499331, 0.388286, 5.058022], [-0.744435, 4.169954, 0.856070], [6.657604, -0.854171, 1.525320], [-2.847540, -3.922885, 2.073140], [-0.496988, 0.083036, -2.084289], [0.635561, 3.474340, 2.740708], [-1.805338, -6.878760, -0.969563], [-3.201957, 3.888775, -5.545714], [-5.515571, -1.653242, -1.417973], [0.458079, 4.978456, -3.610522], [-2.905234, 1.905660, 0.763498], [1.168263, -6.313225, -1.392054], [-5.267313, 2.250774, 0.293764], [0.982732, 1.169458, 2.581680], [-2.115648, 2.029961, -1.849095], [-0.642225, -0.090238, -4.550130], [-1.553889, -6.533925, 1.449595], [-0.832376, 2.394303, 0.890084], [1.765086, 3.884569, 1.468768], [-1.125035, 5.231946, -5.483637], [-3.466395, -2.287291, 1.733965], [1.433764, -0.237547, -5.898668], [2.615281, 1.780360, 2.239083], [-0.194582, -7.367568, 2.226231], [7.710982, 1.037242, 0.330080], [4.193084, 7.173770, -0.855148], [3.879107, 2.271298, -1.106017], [-6.608399, 0.465040, -0.801522], [2.471990, 8.921506, -0.561165], [0.071179, 8.313549, -0.592417], [-2.443347, -4.215111, -0.217707], [-3.702925, 2.305587, -3.704009], [-4.701739, -4.499468, -0.974573]], "forces_ev_per_a": [[-0.631, -0.808, 0.601], [0.701, 0.742, -0.596], [-0.234, 0.744, -0.048], [-0.015, -0.001, -0.070], [-0.100, 0.104, -0.005], [0.550, -0.037, -0.053], [0.046, 0.083, -0.001], [-0.125, 0.156, -0.031], [-0.006, -0.456, -0.054], [-0.197, 0.264, 0.097], [0.066, -0.508, 0.259], [0.016, -0.014, 0.027], [-0.076, -0.067, -0.008], [-0.005, -0.080, 0.019], [-0.030, 0.000, -0.053], [-0.070, 0.165, -0.044], [0.261, -0.053, -0.112], [0.051, -0.093, -0.076], [-0.012, -0.011, 0.002], [-0.021, -0.044, 0.004], [0.010, 0.016, 0.021], [0.048, -0.023, 0.016], [-0.018, 0.019, -0.036], [0.018, 0.044, 0.101], [0.018, 0.017, 0.054], [-0.254, 0.074, -0.530], [0.024, -0.095, 0.116], [0.014, 0.014, 0.019], [-0.002, -0.030, -0.003], [0.036, -0.067, -0.075], [-0.005, 0.010, 0.115], [0.028, 0.022, 0.111], [0.109, 0.004, -0.064], [0.015, -0.056, -0.009], [0.053, 0.248, 0.097], [0.023, 0.092, 0.002], [-0.044, -0.044, 0.041], [0.089, -0.007, -0.025], [-0.122, 0.064, 0.032], [-0.135, -0.087, 0.042], [0.021, 0.033, -0.003], [-0.051, -0.101, -0.088], [-0.028, 0.011, 0.027], [0.051, -0.007, -0.009], [0.001, -0.011, 0.000], [-0.214, 0.187, 0.457], [-0.100, -0.082, -0.054], [-0.072, 0.052, -0.033], [0.143, 0.045, -0.006], [0.038, -0.115, -0.059], [-0.032, 0.000, -0.014], [-0.063, -0.142, 0.052], [-0.218, 0.085, 0.378], [0.031, 0.028, -0.027], [0.300, 0.207, -0.193], [-0.080, -0.085, -0.097], [-0.046, -0.009, 0.025], [-0.026, -0.034, 0.136], [0.030, 0.061, -0.021], [0.146, 0.020, -0.098], [0.023, 0.033, -0.003], [-0.027, 0.050, 0.005], [-0.036, 0.020, -0.050], [-0.018, 0.025, 0.047], [0.070, 0.001, -0.010], [-0.015, -0.051, 0.009], [0.001, -0.017, 0.016], [0.018, 0.031, 0.029], [0.001, 0.013, 0.031], [-0.019, -0.053, -0.019], [-0.040, 0.021, -0.039], [0.050, 0.053, -0.004], [-0.040, 0.027, -0.021], [0.006, -0.111, -0.029], [0.133, -0.147, 0.081], [0.007, -0.012, -0.016], [0.006, -0.020, 0.008], [0.032, 0.028, -0.020], [-0.027, 0.021, -0.030], [-0.027, -0.024, -0.103], [-0.039, 0.054, -0.047], [0.049, 0.029, 0.035], [-0.012, 0.014, -0.010], [0.020, -0.001, 0.053], [0.013, 0.024, -0.032], [-0.040, -0.003, -0.035], [0.005, -0.059, 0.008], [0.048, 0.047, -0.020], [0.020, -0.061, 0.023], [-0.066, -0.072, 0.022], [-0.041, -0.083, 0.068], [0.022, 0.009, 0.028], [-0.026, 0.035, -0.016], [-0.108, -0.072, -0.020], [0.060, -0.012, 0.042], [-0.007, -0.051, 0.039], [-0.042, 0.040, -0.083], [-0.003, 0.011, 0.035], [0.024, -0.048, -0.068], [-0.007, -0.044, 0.037], [-0.056, 0.010, 0.020], [-0.044, -0.012, -0.003], [-0.083, 0.083, -0.043], [0.085, 0.014, -0.001], [-0.023, -0.044, -0.021], [0.035, -0.021, -0.007], [0.105, -0.174, -0.105], [0.037, 0.016, -0.007], [0.067, 0.042, -0.027]]}